Entry 1:
{"formula": "C5H7NOS", "method": "ωB97M-V with the def2-TZVPD basis set", "total_charge": 0, "e_above_lowest_kj_mol": 405.7, "homo_lumo_gap_ev": 9.062, "energy_ha": -722.7636, "homo_energy_ha": -0.3326, "elements": ["C", "C", "C", "C", "C", "H", "H", "H", "H", "H", "H", "H", "N", "O", "S"], "xyz": [[0.920, 0.382, 0.719], [-0.480, -0.173, 1.019], [-0.918, 0.067, -0.481], [0.550, 0.345, -0.792], [1.164, -0.773, -1.511], [1.526, 1.976, 1.904], [1.691, -0.302, 1.017], [-1.257, 0.365, 1.791], [-0.465, -1.281, 1.069], [-1.637, 0.913, -0.644], [-2.835, -1.787, -0.363], [0.766, 1.356, -1.135], [1.655, -1.691, -2.043], [0.964, 1.784, 0.943], [-1.643, -1.180, -1.492]], "lowdin_charge": [-0.347, -0.120, -0.719, -0.280, -0.238, 0.219, 0.142, 0.170, 0.105, 0.098, 0.062, 0.153, 0.161, -0.086, 0.678]}

---

Entry 2:
{"formula": "C5H7NOS2", "method": "ωB97M-V with the def2-TZVPD basis set", "total_charge": 0, "e_above_lowest_kj_mol": 276.8, "homo_lumo_gap_ev": [8.136, 6.493], "energy_ha": -1120.9669, "homo_energy_ha": [-0.3024, -0.2912], "elements": ["C", "C", "C", "C", "C", "N", "O", "S", "S", "H", "H", "H", "H", "H", "H", "H"], "xyz": [[0.714, 0.694, 2.597], [0.668, 0.273, 1.279], [0.976, 2.037, 2.715], [0.899, 1.273, 0.311], [-0.705, -0.504, -2.896], [0.796, 1.054, -0.967], [1.433, -2.090, -2.868], [1.331, 2.777, 1.174], [1.190, -0.651, -3.091], [0.497, 0.016, 3.410], [0.021, -0.504, 1.002], [1.044, 2.547, 3.661], [-0.817, 0.138, -1.964], [-1.169, 0.019, -3.756], [-1.261, -1.528, -2.895], [1.031, 1.921, -1.561]], "lowdin_charge": [-0.180, -0.104, -0.386, -0.665, -0.324, 0.000, -0.611, 0.985, 0.816, 0.110, 0.103, 0.067, 0.004, 0.017, 0.073, 0.094]}

---

Entry 3:
{"formula": "C5H7NS", "method": "ωB97M-V with the def2-TZVPD basis set", "total_charge": 0, "e_above_lowest_kj_mol": 267.8, "homo_lumo_gap_ev": 9.551, "energy_ha": -647.5550, "homo_energy_ha": -0.3199, "elements": ["C", "C", "C", "C", "N", "C", "S", "H", "H", "H", "H", "H", "H", "H"], "xyz": [[-0.221, 0.312, -1.329], [0.512, -0.138, -0.017], [-0.415, -0.460, 1.136], [0.421, 0.801, 1.346], [-0.289, 1.948, 1.777], [-0.523, 2.897, 2.496], [-0.810, 4.113, 3.382], [0.623, 0.451, -1.981], [-0.688, 1.158, -1.130], [-0.906, -0.473, -1.762], [1.367, -0.676, 0.083], [-0.388, -1.356, 1.625], [-1.407, -0.353, 0.920], [1.363, 0.439, 1.890]], "lowdin_charge": [-0.037, -0.174, -0.122, -0.196, 0.079, -0.822, 0.713, 0.064, 0.015, 0.100, 0.081, 0.070, 0.076, 0.153]}

---

Entry 4:
{"formula": "C5H7NS", "method": "ωB97M-V with the def2-TZVPD basis set", "total_charge": 0, "e_above_lowest_kj_mol": 542.5, "homo_lumo_gap_ev": 9.481, "energy_ha": -647.4504, "homo_energy_ha": -0.3189, "elements": ["C", "C", "C", "C", "C", "H", "H", "H", "H", "H", "H", "H", "N", "S"], "xyz": [[-2.306, 0.052, -0.307], [-1.095, -0.098, 0.274], [1.751, -0.475, -0.221], [0.766, 0.710, -0.464], [-0.027, 1.031, 0.745], [-3.067, 0.807, 0.033], [-2.731, -0.914, -0.843], [2.588, -0.947, -0.875], [1.939, -0.416, 0.897], [0.265, 0.426, -1.448], [-0.172, 2.417, -0.702], [0.454, 0.794, 1.745], [0.571, 2.120, -0.069], [0.137, -1.520, 0.095]], "lowdin_charge": [-0.044, -0.515, -0.290, -0.499, -0.272, 0.071, 0.091, 0.109, 0.055, 0.140, 0.096, 0.144, 0.100, 0.815]}

---

Entry 5:
{"formula": "C5H7NS", "method": "ωB97M-V with the def2-TZVPD basis set", "total_charge": 0, "e_above_lowest_kj_mol": 226.2, "homo_lumo_gap_ev": 9.150, "energy_ha": -647.5709, "homo_energy_ha": -0.3076, "elements": ["C", "S", "C", "C", "C", "N", "C", "H", "H", "H", "H", "H", "H", "H"], "xyz": [[2.370, -0.116, -0.028], [1.307, -1.625, 0.175], [-0.246, -0.835, 0.166], [-0.792, 0.341, -0.087], [-2.265, 0.286, -0.186], [-2.656, -1.090, -0.159], [-1.683, -1.853, 0.047], [2.216, 0.336, 1.047], [1.983, 0.378, -1.002], [3.384, -0.554, -0.125], [-0.096, 1.189, -0.384], [-2.802, 0.786, 0.673], [-2.630, 0.928, -1.091], [-1.718, -2.858, 0.349]], "lowdin_charge": [-0.391, 0.802, -0.536, -0.173, -0.265, -0.001, -0.065, 0.073, 0.063, 0.021, 0.117, 0.133, 0.146, 0.076]}

---

Entry 6:
{"formula": "C5H7O2S", "method": "ωB97M-V with the def2-TZVPD basis set", "total_charge": 1, "e_above_lowest_kj_mol": 148.8, "homo_lumo_gap_ev": 9.459, "energy_ha": -743.0370, "homo_energy_ha": -0.5231, "elements": ["C", "C", "C", "C", "C", "O", "O", "S", "H", "H", "H", "H", "H", "H", "H"], "xyz": [[0.615, 1.529, -2.645], [0.139, 0.285, -2.734], [0.813, 0.721, -0.623], [-0.624, -0.871, 2.690], [-0.316, -0.838, 1.256], [0.973, 1.766, -1.336], [0.152, -0.301, -1.487], [1.127, 0.496, 0.965], [0.734, 2.369, -3.298], [-0.459, -0.325, -3.453], [-1.600, -1.393, 2.828], [0.308, -1.182, 3.101], [-0.830, 0.093, 3.324], [-1.089, -0.597, 0.619], [0.056, -1.751, 0.793]], "lowdin_charge": [0.009, -0.015, -0.586, -0.156, -0.347, 0.105, 0.029, 1.167, 0.151, 0.177, 0.115, 0.065, 0.130, 0.054, 0.100]}

---

Entry 7:
{"formula": "C5H7O3Sm", "method": "ωB97M-V with the def2-TZVPD basis set", "total_charge": 3, "e_above_lowest_kj_mol": 0.0, "homo_lumo_gap_ev": [1.384, 2.342], "energy_ha": -1077.1662, "spin_multiplicity": 7, "homo_energy_ha": [-0.5375, -0.5622], "elements": ["O", "C", "C", "H", "H", "O", "O", "C", "C", "C", "H", "H", "H", "H", "H", "Sm"], "xyz": [[2.462, 1.640, 0.429], [3.187, 2.357, -0.137], [4.009, 3.166, -0.761], [4.922, 2.760, -1.195], [3.766, 4.227, -0.821], [-0.655, -0.444, 0.166], [-0.448, -1.370, -1.957], [-1.946, -0.338, 1.122], [-1.954, -1.590, 1.915], [-0.534, -0.911, -0.921], [-1.736, 0.582, 1.675], [-2.749, -0.230, 0.389], [-2.648, -2.260, 1.384], [-0.967, -2.067, 1.939], [-2.336, -1.427, 2.929], [-2.373, -4.093, -6.154]], "lowdin_charge": [0.141, -0.259, 0.052, 0.084, 0.086, 0.207, 0.345, 0.020, -0.032, -0.179, 0.154, 0.143, 0.100, 0.114, 0.124, 1.901]}

---

Entry 8:
{"formula": "C5H7O3Y", "method": "ωB97M-V with the def2-TZVPD basis set", "total_charge": 1, "e_above_lowest_kj_mol": 604.6, "homo_lumo_gap_ev": [4.867, 4.656], "energy_ha": -458.0981, "spin_multiplicity": 2, "homo_energy_ha": [-0.4027, -0.4028], "elements": ["O", "C", "O", "Y", "O", "C", "H", "H", "H", "C", "C", "C", "H", "H", "H", "H"], "xyz": [[-2.229, 1.377, -0.449], [-1.006, 1.442, -0.584], [-0.211, 2.350, -0.122], [-0.953, 2.863, -2.854], [-0.456, 0.834, -1.643], [0.186, -1.020, -1.253], [0.192, -1.042, -2.352], [1.270, -0.859, -1.167], [-0.456, -1.913, -1.287], [0.800, 0.495, 2.293], [0.777, -0.730, 1.942], [0.479, -1.708, 1.010], [0.548, 0.991, 3.225], [0.344, 1.528, 1.258], [1.247, -2.480, 0.885], [-0.530, -2.128, 1.099]], "lowdin_charge": [0.040, -0.975, -0.127, 1.791, -0.270, 0.202, 0.053, 0.114, 0.116, -0.021, -0.180, -0.126, 0.040, 0.200, 0.069, 0.074]}

---

Entry 9:
{"formula": "C5H7OP", "method": "ωB97M-V with the def2-TZVPD basis set", "total_charge": 0, "e_above_lowest_kj_mol": 345.9, "homo_lumo_gap_ev": 7.056, "energy_ha": -611.1547, "homo_energy_ha": -0.2990, "elements": ["C", "C", "C", "C", "C", "O", "P", "H", "H", "H", "H", "H", "H", "H"], "xyz": [[-0.198, 0.457, 0.178], [0.038, -0.659, -0.539], [1.119, 0.147, 1.005], [1.343, -1.060, 0.075], [-1.149, 1.544, 0.404], [-1.325, -2.405, -3.355], [-1.506, -1.639, -2.066], [1.837, 0.984, 0.971], [0.909, -0.312, 2.095], [2.056, -0.891, -0.771], [1.427, -2.007, 0.679], [-1.140, 2.092, 1.363], [-2.271, 1.431, 0.346], [-1.139, 2.318, -0.383]], "lowdin_charge": [-0.314, -0.272, -0.154, -0.230, -0.091, -0.577, 0.916, 0.102, 0.148, 0.112, 0.114, 0.080, 0.088, 0.078]}

---

Entry 10:
{"formula": "C5H7P", "method": "ωB97M-V with the def2-TZVPD basis set", "total_charge": 0, "e_above_lowest_kj_mol": 523.8, "homo_lumo_gap_ev": [7.114, 8.024], "energy_ha": -535.8150, "homo_energy_ha": [-0.2850, -0.3119], "elements": ["C", "C", "C", "C", "C", "P", "H", "H", "H", "H", "H", "H", "H"], "xyz": [[0.216, 0.292, -0.228], [-0.710, -0.295, 0.713], [0.375, 1.060, -1.454], [1.453, 0.015, -1.059], [-1.994, -0.135, 0.508], [-0.144, -1.640, 1.823], [-0.354, 1.032, -2.308], [0.435, 2.141, -1.420], [1.614, -0.961, -1.435], [2.421, 0.492, -0.638], [-2.290, 0.770, 0.063], [-1.434, -1.671, 2.454], [0.413, -1.099, 2.981]], "lowdin_charge": [-0.211, -0.669, -0.131, -0.072, 0.067, 0.815, 0.117, 0.096, 0.080, 0.129, 0.014, -0.092, -0.141]}

---

Entry 11:
{"formula": "C5H7PS", "method": "ωB97M-V with the def2-TZVPD basis set", "total_charge": 0, "e_above_lowest_kj_mol": 114.2, "homo_lumo_gap_ev": 9.431, "energy_ha": -934.1957, "homo_energy_ha": -0.3165, "elements": ["P", "C", "C", "C", "C", "C", "S", "H", "H", "H", "H", "H", "H", "H"], "xyz": [[-2.807, 0.001, -0.115], [-1.271, 0.791, 0.628], [0.041, 0.312, 0.167], [0.429, -0.905, -0.275], [1.828, -1.092, -0.110], [2.448, 0.070, 0.288], [1.378, 1.368, 0.413], [-2.056, -0.778, -0.942], [-2.935, 0.985, -1.273], [-1.316, 1.870, 0.492], [-1.286, 0.454, 1.652], [-0.261, -1.547, -0.644], [2.277, -1.948, -0.574], [3.530, 0.418, 0.294]], "lowdin_charge": [0.798, -0.522, -0.642, -0.155, -0.172, -0.453, 1.027, -0.167, -0.064, 0.060, 0.061, 0.050, 0.095, 0.084]}

---

Entry 12:
{"formula": "C5H8", "method": "ωB97M-V with the def2-TZVPD basis set", "total_charge": 0, "e_above_lowest_kj_mol": 197.6, "homo_lumo_gap_ev": 10.315, "energy_ha": -195.2168, "homo_energy_ha": -0.3316, "elements": ["C", "C", "C", "C", "C", "H", "H", "H", "H", "H", "H", "H", "H"], "xyz": [[-1.453, -0.680, -1.070], [-1.007, 0.496, -0.559], [0.292, 0.784, 0.048], [0.682, -0.033, 1.311], [1.410, -0.154, 0.022], [-0.854, -1.712, -1.114], [-2.477, -0.767, -1.286], [-1.808, 1.250, -0.431], [0.593, 1.748, -0.080], [-0.176, -0.768, 1.634], [1.232, 0.525, 2.003], [2.386, 0.423, 0.092], [1.181, -1.112, -0.570]], "lowdin_charge": [-0.011, -0.164, -0.344, -0.098, -0.161, 0.099, 0.016, 0.107, 0.094, 0.148, 0.064, 0.131, 0.119]}